{
  "formula": "C41H29GdN5O4P",
  "method": "the ωB97M-V functional and the def2-TZVPD basis",
  "de_lowest_kj_mol": 0.0,
  "energy_ha": -3261.6244,
  "multiplicity": 8,
  "orbital_gap_ev": [6.1, 6.3],
  "species": ["Gd", "C", "C", "N", "C", "C", "C", "C", "C", "C", "C", "N", "C", "C", "C", "C", "C", "C", "C", "C", "N", "C", "H", "H", "H", "H", "H", "H", "H", "H", "H", "H", "H", "H", "O", "C", "O", "C", "C", "N", "N", "C", "C", "O", "O", "H", "H", "H", "C", "C", "C", "C", "C", "C", "P", "C", "C", "C", "C", "C", "C", "C", "C", "C", "C", "C", "C", "H", "H", "H", "H", "H", "H", "H", "H", "H", "H", "H", "H", "H", "H"],
  "xyz": [[0.5858, -1.3203, -0.2993], [-3.8615, -2.9763, -0.7434], [-2.6349, -2.3761, -1.0151], [-1.8308, -1.8841, -0.0505], [-2.2253, -1.9765, 1.2289], [-3.5633, -2.4027, 1.5825], [-4.3742, -2.9594, 0.5452], [-3.9976, -2.2003, 2.9110], [-3.1813, -1.6098, 3.8781], [-1.8259, -1.3272, 3.6078], [-1.3300, -1.5365, 2.3003], [-0.0370, -1.3050, 1.9435], [1.0452, -1.1092, 2.7739], [1.3283, -1.9065, 3.9183], [2.4364, -1.6006, 4.7258], [3.3186, -0.6017, 4.3652], [3.0856, 0.2319, 3.2604], [3.9443, 1.2715, 2.7937], [3.6766, 1.8870, 1.5563], [2.6371, 1.4047, 0.7496], [1.8849, 0.3332, 1.1022], [2.0336, -0.1540, 2.3645], [-4.3943, -3.4913, -1.5245], [-2.2874, -2.2667, -2.0218], [-5.3512, -3.4049, 0.7588], [-5.0154, -2.4606, 3.1525], [-3.6202, -1.3070, 4.8114], [-1.1905, -0.9004, 4.3626], [0.6546, -2.6981, 4.1591], [2.6202, -2.2222, 5.6099], [4.2329, -0.4619, 4.9577], [4.7584, 1.5532, 3.4327], [4.2890, 2.7132, 1.2164], [2.4035, 1.8267, -0.2165], [4.6249, -5.9135, 0.6162], [5.3207, -4.8610, 0.1462], [6.5565, -4.8674, 0.1823], [4.5300, -3.6828, -0.3778], [5.1074, -2.5283, -0.9549], [4.0802, -1.6549, -1.2201], [2.8696, -2.1072, -0.7779], [3.1081, -3.3763, -0.3142], [1.9246, -4.1937, 0.0482], [2.0503, -5.4190, 0.2682], [0.7904, -3.5366, 0.1173], [3.6229, -5.8521, 0.4764], [6.1385, -2.3311, -1.2393], [4.2328, -0.8309, -1.8081], [-5.3372, 1.5274, -0.4425], [-4.7534, 1.4709, -1.7141], [-3.4105, 1.8398, -1.9051], [-2.6008, 1.9932, -0.7796], [-3.1540, 1.9892, 0.4922], [-4.5275, 1.8134, 0.6648], [-0.8271, 2.2089, -1.0166], [-0.6336, 3.9555, -1.5116], [-1.3966, 5.0332, -1.0270], [-0.9971, 6.3640, -1.1489], [0.1406, 6.6537, -1.9187], [0.9223, 5.6185, -2.4290], [0.5516, 4.2937, -2.1729], [-0.3838, 1.2699, -2.4959], [-0.5772, 1.9190, -3.7412], [-0.1792, 1.3165, -4.9273], [0.3009, -0.0161, -4.8569], [0.3066, -0.6847, -3.6294], [0.0692, -0.0379, -2.4283], [-6.4376, 1.4128, -0.3195], [-5.3270, 1.1170, -2.5661], [-3.0045, 1.9099, -2.8644], [-2.5169, 2.1245, 1.3718], [-4.9977, 1.8595, 1.6318], [-2.2751, 4.7994, -0.4419], [-1.5337, 7.2127, -0.7449], [0.4720, 7.6647, -2.0049], [1.8242, 5.8396, -2.9812], [1.2158, 3.5047, -2.4912], [-1.1253, 2.8525, -3.7630], [-0.1931, 1.8481, -5.8543], [0.6617, -0.5381, -5.7666], [0.5529, -1.7428, -3.5775]],
  "forces_ev_per_a": [[-0.585, 0.907, -0.089], [-0.471, -0.211, 0.833], [0.758, 0.603, 1.351], [-0.463, -0.853, -1.071], [-1.294, 0.173, 1.433], [0.635, 0.242, -0.352], [0.972, 0.150, -0.070], [0.234, 0.374, 0.764], [-0.148, -0.363, -1.451], [-0.779, -0.429, -1.438], [0.338, -0.120, 0.886], [0.121, 0.585, -0.636], [-0.239, -1.553, 1.133], [-0.134, 1.849, -1.019], [0.290, -0.283, -0.422], [0.415, 0.099, 1.451], [0.142, -0.470, -1.827], [-1.247, -0.191, -1.043], [0.312, -0.440, 1.404], [-0.599, -1.818, 0.561], [0.926, 2.092, 0.146], [-0.177, 0.061, 0.119], [-0.145, 0.174, -0.255], [0.226, -0.001, -0.431], [0.368, 0.283, 0.034], [-0.181, -0.010, 0.088], [-0.002, -0.208, 0.380], [0.177, 0.035, 0.107], [-0.341, -0.349, 0.228], [0.086, 0.303, -0.403], [-0.508, 0.165, -0.158], [0.389, 0.292, -0.002], [-0.085, -0.034, 0.003], [0.122, 0.095, -0.152], [0.090, 0.865, -0.570], [1.318, -0.954, 0.487], [-2.563, 0.479, -0.320], [-0.631, 1.219, -0.173], [-1.816, -0.777, 0.138], [1.184, -0.894, 0.608], [1.889, -1.703, -0.650], [1.883, 1.698, -0.816], [-2.238, -1.013, 1.026], [0.159, 1.682, -0.351], [2.032, -1.206, -0.618], [0.523, 0.352, -0.009], [-0.373, -0.014, 0.152], [-0.772, -0.300, 0.664], [-0.046, 0.155, -0.015], [0.233, 0.292, -0.080], [-1.589, -0.995, 2.059], [-0.236, 0.485, -0.779], [-0.231, -0.113, 0.627], [-0.268, -0.131, -0.784], [0.809, -0.097, 1.341], [0.564, 1.054, 0.049], [-0.173, -0.318, 0.571], [0.754, -0.275, -1.209], [-0.138, -0.790, 0.630], [-0.652, -0.283, 0.467], [0.226, 0.441, -0.239], [-0.760, 1.169, -1.353], [-0.172, -0.762, -0.004], [0.619, -1.267, 0.955], [-0.124, 0.210, -0.452], [0.440, -0.076, -0.622], [-0.188, -0.229, 1.162], [1.032, -0.179, -0.093], [-0.124, 0.394, 0.037], [0.506, -0.116, -1.350], [-0.128, -0.065, -0.329], [0.139, 0.044, 0.300], [-0.218, 0.037, 0.001], [-0.292, -0.325, 0.192], [0.080, 0.550, -0.233], [0.069, -0.045, -0.011], [0.077, -0.108, -0.175], [0.389, 0.225, -0.105], [-0.192, 0.162, -0.459], [-0.416, 0.413, 0.611], [0.212, -0.039, -0.381]]
}

***

{
  "formula": "C41H29N5O10PPt",
  "method": "the ωB97M-V functional and the def2-TZVPD basis",
  "de_lowest_kj_mol": 23.3,
  "energy_ha": -3066.6121,
  "multiplicity": 1,
  "total_charge": -1,
  "orbital_gap_ev": 6.0,
  "species": ["Pt", "O", "C", "O", "C", "C", "C", "C", "C", "C", "O", "N", "O", "O", "N", "O", "O", "H", "H", "C", "O", "C", "C", "C", "C", "C", "C", "N", "N", "C", "C", "C", "C", "O", "C", "N", "C", "C", "C", "C", "H", "H", "H", "H", "H", "H", "H", "H", "H", "H", "H", "H", "O", "P", "C", "C", "C", "C", "C", "C", "C", "C", "C", "C", "C", "C", "C", "C", "C", "C", "C", "C", "H", "H", "H", "H", "H", "H", "H", "H", "H", "H", "H", "H", "H", "H", "H"],
  "xyz": [[-1.2515, -0.2650, -2.7919], [-4.9790, 1.4638, -2.3893], [-4.1174, 0.6768, -2.7579], [-2.8691, 0.9545, -2.6274], [-4.5621, -0.6158, -3.4275], [-5.9106, -0.7531, -3.6540], [-6.4377, -1.8701, -4.3210], [-5.5854, -2.8686, -4.7641], [-4.2265, -2.7642, -4.5508], [-3.6372, -1.6297, -3.8707], [-2.3842, -1.5848, -3.7378], [-3.4217, -3.8382, -5.0345], [-2.2464, -3.9005, -4.7477], [-3.9792, -4.6790, -5.7321], [-7.8273, -2.0025, -4.5531], [-8.5778, -1.1363, -4.1312], [-8.2234, -2.9840, -5.1680], [-6.5694, 0.0311, -3.3059], [-5.9870, -3.7279, -5.2841], [10.3522, 3.7151, 2.5613], [9.0530, 3.7189, 3.0916], [8.0431, 3.0956, 2.4011], [6.7540, 3.3365, 2.8904], [5.6538, 2.7809, 2.2925], [5.7920, 1.9437, 1.1641], [7.0936, 1.7316, 0.6622], [8.1951, 2.2844, 1.2799], [4.6764, 1.3968, 0.6530], [4.6630, 0.5587, -0.3137], [3.6191, 0.1662, -1.0220], [3.7252, -1.0354, -1.7667], [2.6729, -1.5683, -2.4635], [1.4049, -0.9429, -2.4587], [0.3631, -1.4388, -3.0344], [1.2972, 0.3177, -1.8091], [0.0823, 0.9366, -1.9198], [-0.0495, 2.1523, -1.4088], [0.9640, 2.7893, -0.7038], [2.1840, 2.1581, -0.5392], [2.3842, 0.9116, -1.1194], [10.9054, 4.4656, 3.1281], [10.3597, 3.9872, 1.5012], [10.8475, 2.7442, 2.6812], [6.6426, 3.9897, 3.7404], [4.6629, 2.9918, 2.6675], [7.2141, 1.1070, -0.2122], [9.1723, 2.0943, 0.8612], [4.6827, -1.5360, -1.7676], [2.7834, -2.4893, -3.0146], [-0.9881, 2.6562, -1.5852], [0.7934, 3.7706, -0.2925], [2.9907, 2.6216, 0.0083], [-2.0803, -1.5503, -0.4578], [-1.9915, -1.0380, 0.9210], [-2.3636, -2.2809, 2.2009], [-2.9075, -3.4998, 1.8271], [-3.2086, -4.4481, 2.7904], [-2.9667, -4.1741, 4.1269], [-2.4207, -2.9554, 4.5043], [-2.1173, -2.0106, 3.5417], [-0.3137, -0.4876, 1.3698], [-0.0479, 0.6318, 2.1430], [1.2574, 0.9168, 2.5060], [2.2856, 0.0724, 2.1183], [2.0208, -1.0440, 1.3405], [0.7200, -1.3206, 0.9626], [-3.1122, 0.3630, 1.2342], [-4.0962, 0.4111, 2.2099], [-4.9659, 1.4902, 2.2391], [-4.8736, 2.4919, 1.2854], [-3.8818, 2.4487, 0.3190], [-2.9953, 1.3904, 0.3094], [-3.0800, -3.6892, 0.7778], [-3.6299, -5.4011, 2.4996], [-3.2025, -4.9131, 4.8796], [-2.2309, -2.7457, 5.5487], [-1.6813, -1.0630, 3.8240], [-0.8584, 1.2787, 2.4490], [1.4762, 1.7930, 3.0992], [3.2998, 0.2983, 2.4037], [2.8281, -1.6915, 1.0311], [0.4833, -2.1775, 0.3472], [-4.1900, -0.3905, 2.9307], [-5.7316, 1.5401, 3.0003], [-5.5795, 3.3089, 1.2956], [-3.8200, 3.2104, -0.4424], [-2.2217, 1.3174, -0.4394]],
  "forces_ev_per_a": [[-0.922, 0.602, -0.834], [-0.142, 0.041, -0.045], [-0.560, -0.178, -0.092], [1.101, 0.007, 0.110], [0.355, -0.012, -0.016], [-0.204, -0.158, -0.046], [1.489, 0.135, 0.285], [-0.147, 0.059, -0.051], [-0.536, 0.976, 0.537], [-0.685, -0.117, -0.180], [0.439, -0.103, 0.065], [0.413, -0.748, -0.347], [0.121, -0.036, 0.062], [-0.089, -0.247, -0.222], [-0.947, -0.087, -0.134], [0.010, 0.118, 0.054], [-0.035, -0.040, -0.027], [0.061, -0.001, -0.012], [0.113, 0.097, 0.088], [0.279, -0.039, -0.138], [-0.489, -0.130, -0.069], [-0.268, 0.115, 0.172], [0.495, 0.130, 0.053], [-0.100, -0.464, -0.626], [2.735, -0.070, 0.475], [-0.797, -0.100, 0.174], [0.516, 0.319, 0.130], [-4.232, -0.556, -2.004], [4.462, 0.586, 1.741], [-2.251, 0.015, -0.699], [0.164, 0.904, 0.390], [-0.533, -0.134, -0.112], [-0.046, -0.793, -0.399], [0.614, 0.192, 0.347], [0.313, 1.043, 0.518], [0.615, 0.185, 0.211], [-0.495, -0.115, -0.294], [0.857, -0.382, 0.001], [-0.693, 1.055, 0.048], [-0.119, -1.309, -0.172], [-0.004, -0.102, -0.087], [-0.012, 0.022, 0.032], [-0.100, 0.022, -0.021], [0.024, 0.084, 0.154], [-0.108, -0.071, 0.021], [-0.020, -0.004, -0.015], [0.126, -0.001, 0.035], [0.093, -0.028, 0.095], [-0.040, -0.095, -0.031], [-0.215, -0.163, -0.007], [-0.078, 0.108, 0.010], [-0.125, -0.020, 0.014], [-0.143, -0.555, -0.191], [-0.093, 0.432, 0.913], [0.041, 0.334, -0.226], [0.005, 0.057, -0.162], [-0.019, -0.099, 0.073], [-0.039, -0.059, 0.023], [0.001, -0.001, 0.117], [0.014, -0.042, -0.003], [-0.582, -0.107, -0.126], [-0.069, 0.057, -0.040], [0.110, -0.060, 0.090], [0.011, -0.009, 0.181], [-0.018, -0.129, 0.150], [0.086, -0.088, -0.045], [0.444, -0.446, -0.044], [-0.023, -0.055, 0.063], [-0.090, -0.036, 0.086], [0.064, 0.057, 0.065], [0.003, 0.068, 0.020], [0.154, 0.019, 0.010], [-0.036, -0.042, -0.119], [-0.009, -0.017, -0.014], [-0.013, -0.053, 0.051], [0.011, 0.001, 0.026], [0.060, 0.095, 0.081], [-0.069, 0.081, 0.022], [0.013, 0.089, 0.048], [0.071, 0.017, 0.031], [0.042, -0.049, -0.024], [0.054, -0.115, -0.088], [-0.049, -0.004, 0.022], [-0.082, -0.017, 0.033], [-0.074, 0.074, -0.002], [-0.017, 0.032, -0.078], [-0.162, 0.057, -0.085]]
}

***

Q: Which of these has the lowest multiplicity?
A: C41H29N5O10PPt